The following is a DFT calculation (the ωB97M-V functional and the def2-TZVPD basis) of the molecule C7H10N2 at a distorted geometry.

Positions of all 19 atoms, in Å:
H: -0.111 2.506 -1.841
N: -0.498 -3.536 0.851
H: -1.269 1.294 1.737
H: 1.580 2.183 -1.291
H: -0.240 3.501 0.123
C: 0.540 1.939 -1.012
H: 1.138 2.777 0.922
C: -0.620 1.325 0.945
C: 0.298 2.531 0.386
N: -0.110 -2.271 0.405
H: -1.378 -3.642 1.411
C: 0.377 0.400 -0.769
H: 0.846 -1.637 -1.203
C: -0.298 0.155 0.418
C: -0.449 -1.156 1.152
C: 0.797 -0.613 -1.619
H: -0.623 -4.268 -0.028
H: -1.139 -1.119 2.021
H: 1.161 -0.369 -2.607

Summary:
highest occupied orbital energy: -7.82 eV
molar mass: 122.17 g/mol
F_max: 6.2 eV Å⁻¹
energy above the lowest of the compared OMol25 structures with the same formula, charge and spin: 475.4 kJ/mol
SMILES string: C=C1CCC=C1/C=N/N